Entry 1:
The following is a quantum chemistry calculation of a molecular structure, C21H27Br2N4O4S3, from the OMol25 dataset.

Last column: Löwdin charge in e.
Cartesian coordinates (Å):
C: -3.77365 -4.06099 5.10146  -0.069
C: -2.96466 -4.17465 3.79359  -0.132
C: -3.64836 -3.54646 2.61463  -0.475
O: -3.87478 -4.12192 1.57619  0.109
O: -4.01602 -2.25575 2.83217  -0.006
C: -4.02533 -1.41249 1.68605  -0.148
C: -3.18534 -0.16292 1.92536  -0.091
C: -1.71808 -0.49547 1.89188  -0.110
C: -0.95478 -0.48226 0.76680  -0.221
C: -1.55594 -0.02862 -0.49900  -0.697
Br: -1.73316 1.87351 -0.65807  0.809
C: -1.95999 -0.76218 -1.52823  -0.739
C: -2.55577 -0.25457 -2.80613  -0.148
Br: -1.83022 -2.63774 -1.37676  0.933
C: 0.42848 -0.88673 0.78042  -0.234
C: 1.19375 -0.87361 -0.50967  -0.245
S: 1.69168 -2.51256 -1.11604  0.616
O: 1.13681 -3.53528 -0.28364  -0.358
O: 3.10532 -2.47807 -1.36163  -0.357
C: 1.04758 -1.23554 1.93576  -0.486
S: 2.76557 -1.61537 2.00489  0.883
C: 0.28641 -1.25794 3.13788  -0.367
N: 0.71886 -1.59394 4.35199  -0.219
S: -0.54235 -1.44412 5.32916  1.056
N: -1.66735 -0.96566 4.30794  -0.199
C: -1.09110 -0.90362 3.10318  -0.290
H: -3.12677 -3.84491 5.94812  0.065
H: -4.26474 -5.00621 5.32370  0.075
H: -4.54867 -3.30289 5.03762  0.075
H: -2.83228 -5.22380 3.54506  0.118
H: -1.96600 -3.75429 3.91789  0.094
H: -5.05195 -1.11327 1.47590  0.137
H: -3.64146 -1.94381 0.81823  0.086
H: -3.40582 0.26556 2.90089  0.126
H: -3.44170 0.54633 1.14131  0.088
H: -1.86292 0.40008 -3.33253  0.070
H: -3.44809 0.33119 -2.58256  0.080
H: -2.85762 -1.07536 -3.44658  0.062
H: 2.12172 -0.31932 -0.37810  0.080
H: 0.60087 -0.40038 -1.29067  0.082
H: 1.03341 -2.57153 -2.29898  0.055
H: 2.65486 -2.63175 2.86357  -0.092
C: 3.35227 0.93484 -2.88753  -0.044
C: 2.38626 2.04302 -2.50137  -0.159
N: 3.00955 3.37019 -2.61769  -0.043
C: 3.95911 3.88167 -1.76396  0.012
C: 4.26088 5.12527 -2.20782  0.011
N: 3.48897 5.35415 -3.32340  -0.085
C: 2.74278 4.27699 -3.54855  -0.009
C: 3.47713 6.57827 -4.12985  0.033
H: 4.24898 0.95812 -2.26825  0.090
H: 2.88469 -0.03805 -2.75401  0.062
H: 3.65918 1.03009 -3.92908  0.090
H: 2.04918 1.93476 -1.47110  0.119
H: 1.50257 2.03818 -3.13715  0.128
H: 4.32098 3.30419 -0.93186  0.146
H: 4.94402 5.87298 -1.84687  0.142
H: 2.03794 4.16015 -4.35381  0.176
H: 2.48038 7.01118 -4.12216  0.107
H: 3.77580 6.34895 -5.14929  0.107
H: 4.17889 7.28439 -3.69930  0.102

Kohn-Sham gap (eV): 7.6
Net charge: +1
F_max (eV/Å): 0.84
Multiplicity: 1
DFT total energy (hartree): -7678.74496

---

Entry 2:
The following is a quantum chemistry calculation of 9 unconnected molecules or ions with the total composition C21H27Cl7F5O19 at a distorted geometry, from the OMol25 dataset.

Last column: Löwdin charge in e.
Cartesian coordinates (Å):
Cl: 26.55867 -3.49246 9.06546  0.617
O: 27.43341 -2.89670 8.03784  -0.424
O: 25.37937 -2.69581 8.99454  -0.395
O: 26.25613 -4.89858 8.68945  -0.415
O: 27.13263 -3.38136 10.36099  -0.384
C: 34.03195 -5.54216 7.82406  0.007
C: 35.25937 -4.90592 7.27075  -0.322
O: 36.29431 -5.69890 7.81819  0.151
C: 35.86725 -6.52718 8.76672  -0.610
O: 36.48802 -7.36589 9.39834  0.136
O: 34.58253 -6.55563 8.76871  0.104
F: 35.47589 -3.66269 7.74584  0.073
H: 33.51392 -6.06895 7.02267  0.142
H: 33.44465 -4.75096 8.29011  0.149
H: 35.14541 -4.78460 6.19354  0.170
C: 27.90545 3.29003 12.04657  -0.068
C: 28.88208 3.05372 10.90948  -0.260
O: 29.98534 3.58926 11.60377  0.133
C: 29.67626 4.42978 12.59022  -0.585
O: 30.40887 5.23995 13.16789  0.123
O: 28.41628 4.35480 12.78319  0.110
F: 28.63738 3.82657 9.80811  0.066
H: 27.75425 2.58239 12.86173  0.156
H: 26.97184 3.52907 11.53732  0.145
H: 28.91661 2.03065 10.53498  0.179
C: 32.12229 -2.13535 15.63802  -0.051
C: 33.03041 -2.99990 16.40896  -0.339
O: 33.99293 -2.19870 17.00819  0.190
C: 33.69424 -0.95025 16.70888  -0.661
O: 34.23930 -0.00061 17.08363  0.211
O: 32.65094 -0.85601 15.94036  0.116
F: 33.62643 -3.82675 15.50361  0.067
H: 31.08957 -2.33182 15.92611  0.147
H: 32.35354 -2.31727 14.58849  0.151
H: 32.39174 -3.55057 17.09958  0.170
C: 22.73179 -3.67157 16.12485  -0.074
C: 22.57018 -3.92403 14.66686  -0.293
O: 22.28787 -2.56601 14.27530  0.154
C: 22.91340 -1.71427 15.03539  -0.571
O: 22.89343 -0.49232 14.94585  0.136
O: 23.31607 -2.40300 16.10440  0.061
F: 21.44863 -4.58173 14.52692  0.108
H: 23.33305 -4.35420 16.72535  0.142
H: 21.85854 -3.50031 16.75430  0.150
H: 23.33158 -4.35462 14.01650  0.187
C: 26.34159 -13.08608 5.67646  -0.008
C: 27.43869 -12.00048 5.43894  -0.268
O: 27.88072 -12.45269 4.17160  0.174
C: 26.93550 -13.01802 3.53617  -0.678
O: 27.01141 -13.38549 2.35989  0.121
O: 26.00811 -13.36631 4.31484  0.122
F: 28.43902 -12.33892 6.23721  0.083
H: 25.48658 -12.79390 6.28614  0.135
H: 26.76668 -13.88482 6.28425  0.139
H: 27.21238 -10.93821 5.53093  0.180
Cl: 20.58012 -10.02426 5.84810  0.536
C: 19.55350 -9.77796 7.29051  -0.649
C: 19.50787 -8.26828 7.66503  -0.666
Cl: 18.37856 -7.83666 8.97267  0.528
H: 19.86411 -10.43699 8.10124  0.065
H: 18.55355 -10.16255 7.08980  0.063
H: 19.04602 -7.75073 6.82424  0.051
H: 20.43613 -7.73019 7.85713  0.072
Cl: 31.71740 -10.09836 14.91394  0.522
C: 30.64081 -9.84533 13.55029  -0.652
C: 30.08780 -8.38967 13.63869  -0.692
Cl: 29.38697 -7.99196 15.18180  0.551
H: 29.88082 -10.62061 13.64752  0.064
H: 31.30005 -10.03634 12.70352  0.065
H: 29.27928 -8.42797 12.90868  0.068
H: 30.84838 -7.65767 13.36703  0.074
Cl: 22.95593 1.00385 2.81634  0.519
C: 24.40602 1.74295 3.58403  -0.665
C: 25.50018 1.96756 2.60090  -0.676
Cl: 25.25805 3.58729 1.95109  0.551
H: 24.70062 1.00351 4.32872  0.072
H: 24.01475 2.61131 4.11408  0.059
H: 25.48616 1.30888 1.73255  0.061
H: 26.52602 1.86084 2.95355  0.078

Kohn-Sham gap (eV): 7.7
Net charge: -1
F_max (eV/Å): 7.26
Multiplicity: 1
DFT total energy (hartree): -5966.38294

---

Entry 3:
The following is a quantum chemistry calculation of a single C21H27FN2O4S molecule, from the OMol25 dataset.

Last column: Löwdin charge in e.
Cartesian coordinates (Å):
C: -0.83774 -2.98570 3.22864  -0.074
O: 0.34839 -2.22739 3.30224  -0.073
C: 1.04052 -1.98570 2.16508  -0.275
C: 0.69149 -2.46841 0.90456  -0.018
C: 1.45261 -2.11632 -0.19872  -0.068
C: 2.55273 -1.29924 -0.04933  -0.289
S: 3.43598 -0.76514 -1.51222  0.642
O: 3.32027 -1.79547 -2.50030  -0.287
O: 4.72803 -0.28354 -1.12848  -0.282
N: 2.58456 0.53354 -2.10476  -0.121
C: 2.68182 1.80789 -1.43864  -0.202
C: 1.70046 2.00865 -0.27743  -0.297
C: 2.09600 3.21859 0.57185  -0.160
C: 1.09642 3.39625 1.71247  -0.167
C: -0.31774 3.51928 1.13471  -0.187
N: -0.69711 2.39662 0.30269  -0.149
C: -1.05074 1.17850 1.01843  -0.124
C: -2.12669 0.45454 0.25195  -0.141
C: -1.84996 -0.59212 -0.62077  -0.036
C: -2.84522 -1.21050 -1.34732  0.001
C: -4.17308 -0.79456 -1.22987  -0.276
O: -5.08013 -1.46228 -1.98475  -0.078
C: -6.43198 -1.07189 -1.91593  -0.085
C: -4.47708 0.24851 -0.36205  0.059
C: -3.45318 0.84662 0.34999  -0.215
F: -3.78626 1.84557 1.19537  0.074
C: 0.25446 2.19747 -0.77108  -0.138
C: 2.93541 -0.84745 1.20276  -0.066
C: 2.18315 -1.18737 2.30659  0.014
H: -0.64086 -4.00582 2.88594  0.098
H: -1.57393 -2.51271 2.57092  0.095
H: -1.22749 -3.01688 4.24455  0.096
H: -0.16810 -3.10522 0.77176  0.110
H: 1.20918 -2.48228 -1.18435  0.119
H: 1.68056 0.28620 -2.47006  0.106
H: 3.70944 1.85074 -1.07077  0.115
H: 2.54676 2.60078 -2.18208  0.131
H: 1.73958 1.11847 0.35790  0.108
H: 2.09784 4.11473 -0.05380  0.122
H: 3.10468 3.08234 0.96749  0.117
H: 1.14517 2.53311 2.38057  0.110
H: 1.33580 4.28844 2.29275  0.110
H: -1.05544 3.62530 1.93242  0.119
H: -0.37074 4.41498 0.50680  0.123
H: -0.19628 0.50243 1.17584  0.114
H: -1.44477 1.46329 1.99641  0.128
H: -0.83040 -0.93324 -0.72011  0.088
H: -2.62135 -2.02192 -2.02093  0.117
H: -6.83640 -1.20326 -0.90743  0.096
H: -6.96258 -1.72712 -2.60447  0.094
H: -6.56507 -0.03223 -2.23023  0.097
H: -5.48128 0.61333 -0.22208  0.116
H: -0.07223 1.33643 -1.35913  0.113
H: 0.21029 3.08199 -1.41592  0.134
H: 3.81986 -0.23595 1.28678  0.121
H: 2.44802 -0.84584 3.29449  0.124

Kohn-Sham gap (eV): 8.8
SMILES string: COc1ccc(S(=O)(=O)NC[C@H]2CCCN(Cc3ccc(OC)cc3F)C2)cc1
F_max (eV/Å): 0.94
Multiplicity: 1
DFT total energy (hartree): -1724.91437
Relative energy (zero: lowest compared OMol25 entry of this formula, charge and spin) (kcal/mol): 44.3